Run one
The following is a quantum chemistry calculation of a 2-piece molecular cluster, C2H4ClNO overall, from the OMol25 dataset.

Summary:
HOMO energy in eV: -10.486
Kohn-Sham gap in Eh: 0.3881

Last columns: bonded neighbours and bond lengths (Å).
Geometry (Å):
1 C 0.291 0.461 -0.562  C2 1.531, N7 1.441, O8 1.183
2 C -0.363 0.411 0.822  C1 1.531, H5 1.290, H6 1.117, Cl9 1.969
3 H -0.033 -1.698 -0.618  N7 1.092
4 H 1.288 -0.945 -1.864  no bonds
5 H -0.977 1.538 0.948  C2 1.290
6 H 0.411 0.550 1.615  C2 1.117
7 N 0.034 -0.792 -1.225  C1 1.441, H3 1.092
8 O 0.680 1.558 -0.776  C1 1.183
9 Cl -1.332 -1.084 1.660  C2 1.969


Run two
The following is a quantum chemistry calculation of one molecule with the formula C2H4ClNO, from the OMol25 dataset.

Summary:
HOMO energy in eV: -9.865
SMILES: OC/N=C/Cl
Kohn-Sham gap in Eh: 0.3900

Last columns: bonded neighbours and bond lengths (Å).
Geometry (Å):
1 O 0.322 -1.199 -0.749  C2 1.548, H6 0.994
2 C 0.014 -0.588 0.640  O1 1.548, N3 1.399, H7 1.119, H8 1.100
3 N -1.295 -0.110 0.508  C2 1.399, C4 1.223
4 C -2.281 -0.794 0.274  N3 1.223, Cl5 1.632, H9 1.064
5 Cl -3.633 -0.021 -0.213  C4 1.632
6 H 1.177 -0.713 -0.894  O1 0.994
7 H 0.791 0.198 0.814  C2 1.119
8 H 0.134 -1.504 1.237  C2 1.100
9 H -2.288 -1.858 0.282  C4 1.064


Computed relative energies in units of hartree: run one 0.0485; run two 0.0000


Run one
The following is a quantum chemistry calculation of one molecule with the formula C3H6BrP, from the OMol25 dataset.

Summary:
HOMO energy in eV: -9.179
SMILES: [H]/P=C(\Br)CC
Kohn-Sham gap in Eh: 0.3336

Last columns: bonded neighbours and bond lengths (Å).
Geometry (Å):
1 H -3.207 -2.005 0.910  P2 1.442
2 P -1.783 -2.227 0.836  H1 1.442, C3 1.670
3 C -1.338 -0.730 0.245  P2 1.670, Br4 1.947, C5 1.663
4 Br -2.629 0.608 -0.332  C3 1.947
5 C 0.184 -0.065 0.318  C3 1.663, C6 1.515, H7 1.045, H8 1.147
6 C 0.461 0.989 -0.735  C5 1.515, H9 1.059, H10 1.143, H11 1.161
7 H 0.420 0.275 1.278  C5 1.045
8 H 0.868 -0.974 0.169  C5 1.147
9 H 0.538 0.321 -1.553  C6 1.059
10 H -0.244 1.820 -1.080  C6 1.143
11 H 1.423 1.568 -0.437  C6 1.161


Run two
The following is a quantum chemistry calculation of one molecule with the formula C3H6BrP, from the OMol25 dataset.

Summary:
HOMO energy in eV: -8.652
SMILES: C/C=C/PBr
Kohn-Sham gap in Eh: 0.3416

Last columns: bonded neighbours and bond lengths (Å).
Geometry (Å):
1 C 1.412 -0.296 1.066  C2 1.617, H6 1.082, H7 1.059, H8 1.108
2 C 0.304 0.008 -0.072  C1 1.617, C3 1.353, H9 1.133
3 C -0.767 -0.565 -0.669  C2 1.353, P4 1.823, H10 1.063
4 P -1.410 0.286 -2.147  C3 1.823, Br5 2.219, H11 1.436
5 Br -3.585 -0.091 -1.926  P4 2.219
6 H 0.990 -0.999 1.772  C1 1.082
7 H 2.052 -0.881 0.459  C1 1.059
8 H 1.786 0.689 1.407  C1 1.108
9 H 0.683 0.953 -0.569  C2 1.133
10 H -1.249 -1.380 -0.188  C3 1.063
11 H -1.403 1.687 -1.834  P4 1.436


Computed relative energies in units of hartree: run one 0.0375; run two 0.0000


Run one
The following is a quantum chemistry calculation of one molecule with the formula H4P2S, from the OMol25 dataset.

Summary:
HOMO energy in eV: -7.706
SMILES: [PH3]=PS
Kohn-Sham gap in Eh: 0.2997

Last columns: bonded neighbours and bond lengths (Å).
Geometry (Å):
1 P 0.796 0.119 -0.361  P2 2.161, H4 1.297, H5 1.467, H6 1.449
2 P -0.875 -1.010 -1.138  P1 2.161, S3 2.313
3 S -1.531 -0.831 1.073  P2 2.313, H7 1.338
4 H 1.229 -0.177 0.825  P1 1.297
5 H 0.486 1.535 -0.135  P1 1.467
6 H 2.066 0.056 -1.054  P1 1.449
7 H -2.171 0.309 0.788  S3 1.338


Run two
The following is a quantum chemistry calculation of a 2-piece molecular cluster, H4P2S overall, from the OMol25 dataset.

Summary:
HOMO energy (alpha / beta) in eV: -8.988 / -9.253
Kohn-Sham gap (alpha / beta) in Eh: 0.2514 / 0.2753

Last columns: bonded neighbours and bond lengths (Å).
Geometry (Å):
1 P 1.109 -0.970 -0.244  P2 2.182, H4 1.439, H5 1.392
2 P -1.015 -0.812 0.232  P1 2.182, H6 1.442
3 S -0.651 2.077 -0.664  H7 1.364
4 H 1.214 -2.055 0.696  P1 1.439
5 H 1.222 0.138 0.591  P1 1.392
6 H -1.778 -1.249 -0.911  P2 1.442
7 H -0.101 2.870 0.299  S3 1.364


Computed relative energies in units of hartree: run one 0.0000; run two 0.0407


Run one
The following is a quantum chemistry calculation of a 3-piece molecular cluster, C2H10N2O3 overall, from the OMol25 dataset.

Summary:
HOMO energy in eV: -9.773
SMILES: CNC(N)=O.O.O
Kohn-Sham gap in Eh: 0.3824

Last columns: bonded neighbours and bond lengths (Å).
Geometry (Å):
1 C -0.256 0.444 1.851  N2 1.447, H6 1.077, H7 1.100, H8 1.079
2 N 1.014 0.319 1.169  C1 1.447, C3 1.364, H9 1.004
3 C 1.087 0.578 -0.168  N2 1.364, N4 1.384, O5 1.222
4 N 2.373 0.545 -0.679  C3 1.384, H10 1.007, H11 1.007
5 O 0.102 0.795 -0.857  C3 1.222
6 H -0.240 -0.082 2.791  C1 1.077
7 H -0.499 1.485 2.111  C1 1.100
8 H -1.032 0.099 1.185  C1 1.079
9 H 1.873 0.240 1.683  N2 1.004
10 H 3.114 0.971 -0.148  N4 1.007
11 H 2.452 0.661 -1.676  N4 1.007
12 O -2.672 -0.050 -1.121  H13 0.961, H14 0.974
13 H -3.074 0.303 -1.920  O12 0.961
14 H -1.872 0.489 -0.991  O12 0.974
15 O -0.881 -2.273 0.050  H16 0.969, H17 0.964
16 H -1.241 -1.558 -0.494  O15 0.969
17 H -0.093 -2.515 -0.448  O15 0.964


Run two
The following is a quantum chemistry calculation of a 3-piece molecular cluster, C2H10N2O3 overall, from the OMol25 dataset.

Summary:
HOMO energy in eV: -9.818
SMILES: NCNC=O.O.O
Kohn-Sham gap in Eh: 0.3848

Last columns: bonded neighbours and bond lengths (Å).
Geometry (Å):
1 N 0.136 1.470 0.537  C2 1.466, H6 1.031, H7 1.030
2 C 1.201 0.463 0.546  N1 1.466, N3 1.427, H8 1.135, H9 1.102
3 N 1.020 -0.583 -0.407  C2 1.427, C4 1.368, H10 1.032
4 C 1.570 -0.437 -1.650  N3 1.368, O5 1.257, H11 1.146
5 O 2.498 0.330 -2.012  C4 1.257
6 H 0.377 1.970 1.406  N1 1.031
7 H 0.101 2.041 -0.319  N1 1.030
8 H 2.145 1.062 0.348  C2 1.135
9 H 1.360 0.048 1.555  C2 1.102
10 H 0.307 -1.317 -0.274  N3 1.032
11 H 1.078 -1.092 -2.452  C4 1.146
12 O -1.280 -2.185 0.848  H13 0.970, H14 0.977
13 H -1.697 -1.353 0.577  O12 0.970
14 H -2.010 -2.833 0.797  O12 0.977
15 O -2.391 0.426 0.106  H16 0.991, H17 0.981
16 H -2.945 1.219 0.322  O15 0.991
17 H -1.474 0.771 0.072  O15 0.981


Computed relative energies in units of hartree: run one 0.0000; run two 0.0368